96
Properties=species:S:1:pos:R:3:forces:R:3:mulliken_charge:R:1 method="wB97M-V/def2-TZVPD" total_charge=0 s_squared=0.763 energy_ev=-115244.9310 spin_multiplicity=2 lumo_ev="-0.71 / -0.71" gap_ev="6.76 / 6.28" e_homo_ev="-7.472 / -6.999"
V -0.799370 0.837225 -0.033131 3.12 -5.77 1.29 1.0429
C -2.677578 1.546657 0.401452 -0.30 -0.28 -0.10 0.1305
C -1.671709 2.268852 1.107061 -0.15 1.27 0.57 -0.5242
C -0.812515 2.879994 0.104782 -0.88 1.22 -0.35 0.1953
Si -1.527409 2.214864 2.962486 0.50 -0.54 0.05 -0.2191
C -1.261351 2.469164 -1.173048 -1.04 1.60 -0.17 -0.3109
C -2.411683 1.601963 -0.998252 -0.86 1.04 -0.90 -0.4777
Si -3.355309 0.576285 -2.229857 0.43 -0.41 -0.04 -0.1871
H -3.517614 1.033795 0.859474 0.33 -0.16 -0.09 0.4785
H -0.009162 3.572553 0.307024 0.10 -0.18 -0.15 0.6619
H -0.854946 2.789685 -2.127392 0.12 -0.18 0.29 0.6051
Cl 3.643109 0.115072 -1.394652 0.59 0.01 -0.19 -0.2766
C -4.773943 -0.347274 -1.435994 -0.01 0.21 0.14 -1.1991
C -3.992083 1.601024 -3.647958 -0.23 0.11 -0.11 -1.1141
C -2.949496 1.301509 3.758829 -0.14 0.04 -0.22 -1.2058
C -1.397857 3.919190 3.702212 -0.13 0.22 0.13 -1.1524
H -4.879453 2.147911 -3.299171 0.17 -0.03 -0.18 0.4003
H -4.298532 0.944224 -4.473697 0.03 0.19 0.11 0.3440
H -3.264678 2.327937 -4.024921 -0.18 -0.11 0.04 0.3540
H -4.405427 -1.045821 -0.671035 -0.15 0.17 -0.17 0.3034
H -5.306333 -0.915706 -2.212570 0.09 0.11 0.24 0.3703
H -5.476444 0.359123 -0.972257 0.05 -0.26 -0.06 0.3542
H -2.399597 4.371485 3.687592 0.23 0.02 0.03 0.3858
H -0.713513 4.583111 3.163936 -0.14 -0.07 0.12 0.3704
H -1.072573 3.849196 4.749154 -0.06 0.08 -0.19 0.3436
H -3.908799 1.721670 3.426951 0.10 -0.15 0.18 0.3706
H -2.875566 1.407035 4.851010 -0.07 -0.06 -0.26 0.3703
H -2.910052 0.234107 3.497146 -0.05 0.26 0.06 0.2590
C -2.136112 -0.740991 -2.834473 -0.50 0.10 -0.30 -1.3387
C 0.025142 1.180409 3.312148 -0.21 0.39 0.48 -1.2183
P -0.421079 -0.121696 -2.904075 0.06 -0.10 -0.30 0.7482
H -2.487826 -1.097977 -3.815151 0.14 -0.12 0.27 0.7560
H -2.181002 -1.584649 -2.121454 0.12 0.30 -0.21 0.3422
P 1.296483 1.429834 2.031771 0.12 0.02 0.14 0.7228
H -0.288530 0.118935 3.304368 0.15 0.39 -0.11 0.2528
H 0.394224 1.437850 4.317229 -0.04 -0.24 -0.18 0.8531
C 2.746696 0.417934 2.658309 -0.15 0.08 -0.30 0.5495
C 1.916580 3.197246 2.385987 -0.43 -0.65 -0.17 1.0868
C -0.471159 1.056039 -4.401200 -0.12 -0.35 0.63 1.1013
C 0.512595 -1.579820 -3.633682 0.12 0.20 0.21 0.4937
C 1.349348 -2.211588 -2.530244 0.31 -0.14 0.21 -1.3710
H 1.183337 -1.135036 -4.385459 -0.10 -0.16 0.11 0.5298
C -0.353932 -2.651434 -4.286011 -0.02 -0.06 -0.25 -1.8044
H -1.039836 -3.104725 -3.558187 0.19 0.08 -0.19 0.2553
H 0.306856 -3.439647 -4.668620 -0.15 0.06 0.08 0.5280
H -0.936216 -2.275885 -5.132527 0.00 -0.10 0.17 0.3389
H 2.062595 -1.494338 -2.112511 -0.33 -0.31 -0.08 0.0004
H 1.918912 -3.070724 -2.907667 -0.10 0.09 -0.05 0.6163
H 0.713144 -2.549718 -1.704812 0.14 0.04 -0.21 0.1305
H -1.216111 1.812195 -4.110635 0.17 -0.12 -0.21 -0.3572
C -0.908519 0.372945 -5.698129 -0.01 0.20 -0.19 -1.5938
C 0.882642 1.749617 -4.594444 -0.05 0.06 -0.12 -1.3650
H -1.913236 -0.065754 -5.646088 0.27 0.07 0.05 0.2783
H -0.191610 -0.406594 -5.990479 -0.22 0.21 0.04 0.2828
H -0.920911 1.122059 -6.503222 -0.04 -0.18 0.11 0.4883
H 1.117610 2.435455 -3.772174 -0.05 -0.16 -0.19 0.2664
H 0.861783 2.340016 -5.521951 0.03 -0.12 0.21 0.4737
H 1.700609 1.019659 -4.689954 -0.16 0.20 0.06 0.2349
H 1.015825 3.815155 2.259772 0.26 -0.01 0.10 -0.3450
C 2.955854 3.629546 1.347152 0.03 0.14 0.08 -1.3869
C 2.468752 3.370601 3.800274 0.07 0.27 0.03 -1.6163
H 1.736840 3.152252 4.587611 0.15 -0.02 -0.22 0.2800
H 2.784776 4.415401 3.929236 -0.05 -0.18 0.04 0.4853
H 3.355706 2.741725 3.952371 -0.21 0.18 0.00 0.2972
H 2.519504 3.740642 0.348364 0.09 -0.03 0.20 0.2702
H 3.792407 2.918142 1.289460 -0.18 0.15 -0.04 0.2283
H 3.375867 4.603947 1.633715 -0.06 -0.19 -0.08 0.4748
C 2.880148 -0.828906 1.797308 0.19 -0.25 -0.28 -1.4670
C 2.673610 0.012801 4.125670 0.16 0.06 0.21 -1.7586
H 3.625403 1.061726 2.495072 -0.12 -0.18 0.04 0.5819
H 1.793941 -0.613354 4.323718 0.23 0.13 -0.05 0.2575
H 2.654758 0.868383 4.806394 -0.08 -0.16 -0.05 0.3352
H 3.570024 -0.573064 4.363378 -0.15 0.01 0.02 0.4946
H 2.061768 -1.529914 1.994116 0.14 0.14 -0.01 0.1691
H 3.827054 -1.341548 2.008124 -0.11 0.02 0.06 0.5988
H 2.863448 -0.587860 0.730160 -0.12 -0.18 0.45 -0.0384
C 2.792069 1.640020 -1.608553 -0.64 0.54 0.06 1.7969
H 3.467478 2.343118 -2.103935 -0.24 -0.09 0.12 0.5277
H 2.458876 2.010079 -0.631856 0.32 -0.19 -0.33 -1.1767
H 1.878611 1.469546 -2.190467 0.49 -0.05 0.11 -1.2357
O -1.415892 -1.549359 1.732125 1.03 -0.62 -0.79 -0.7314
C -0.466822 -2.110017 1.112956 -0.11 2.06 -0.46 -0.1042
O 0.253745 -1.514213 0.211056 -1.62 0.36 0.95 0.0063
C -0.066500 -3.522193 1.436287 0.28 -1.00 0.31 0.2978
C -0.863348 -4.326986 2.281212 0.41 0.00 -0.31 -0.3670
C -0.467859 -5.628027 2.595032 0.52 -0.07 -0.18 -0.5508
C 0.752487 -6.111976 2.083736 -0.65 1.98 -0.61 -0.1451
C 1.552093 -5.340826 1.219142 -0.48 -0.21 0.49 -0.6535
C 1.136555 -4.049016 0.913010 -0.35 -0.05 0.16 -0.0983
N 1.204686 -7.395307 2.474596 1.04 -3.26 0.95 0.9524
O 0.489749 -8.066077 3.256437 1.34 1.24 -1.47 -0.6004
O 2.303345 -7.807476 2.032306 -2.09 0.81 0.81 -0.5911
H -1.786549 -3.925848 2.697285 0.25 -0.01 -0.20 0.4927
H -1.059119 -6.289902 3.233372 0.23 0.40 -0.23 0.4673
H 2.474517 -5.767196 0.823506 -0.31 0.21 0.17 0.4844
H 1.763606 -3.438462 0.269022 -0.26 0.02 0.10 0.4131